13
Properties=species:S:1:pos:R:3:forces:R:3:lowdin_charge:R:1 method="wB97M-V/def2-TZVPD" e_above_lowest_kj_mol=58.1 max_force_ev_per_a=1.4 energy_ev=-25921.3329 molar_mass_da=112.22 smiles=CSSC.O homo_lumo_gap_ev=8.69 spin_multiplicity=1
C -0.1354 2.5308 -0.9326 0.0 -1.3 -0.5 -0.477
S 1.3195 2.1992 -1.9457 0.5 0.2 0.2 0.402
S 1.7098 0.1875 -1.6926 -0.7 0.2 0.3 0.396
C 1.6770 -0.0324 0.1316 -0.3 -0.7 -1.1 -0.436
H -0.4275 3.5198 -1.1791 -0.1 1.1 0.0 0.013
H 0.0547 2.4109 0.1267 0.0 0.2 0.1 0.016
H -0.9486 1.8897 -1.2583 -0.1 -0.2 0.1 0.036
H 2.7042 -0.1927 0.4318 -0.1 0.3 0.7 0.023
H 1.0724 -0.9286 0.2621 0.3 -0.3 0.1 0.022
H 1.0810 0.7301 0.6138 0.6 0.4 0.2 0.006
H -2.0727 -4.6099 1.9189 0.3 0.3 -0.3 0.026
H -3.0796 -3.4484 1.5106 0.5 -0.1 -0.1 0.030
O -2.9550 -4.2559 2.0127 -0.8 -0.3 0.5 -0.056